8
Properties=species:S:1:pos:R:3 method="wB97M-V/def2-TZVPD" max_force_ev_per_a=3.23 homo_energy_ev=-8.66 multiplicity=1 orbital_gap_ev=8.51
Cl 0.64 0.42 -1.27
Cl -1.58 -2.15 -3.56
Si -0.22 0.75 0.57
F 1.99 0.94 2.20
C 0.69 0.74 2.05
H -0.18 -1.88 -3.52
H 0.26 0.86 3.08
H -1.59 0.31 0.44

9
Properties=species:S:1:pos:R:3 method="wB97M-V/def2-TZVPD" max_force_ev_per_a=2.29 homo_energy_ev=-8.81 multiplicity=1 orbital_gap_ev=8.39
S 1.32 -0.42 1.70
S -0.13 -1.28 -0.65
P 1.79 0.52 0.08
O 0.95 -0.14 -1.16
O 2.74 1.59 -0.33
C -1.45 -0.26 0.06
H -2.28 -0.32 -0.58
H -1.26 0.74 -0.17
H -1.68 -0.43 1.05

196
Properties=species:S:1:pos:R:3 method="wB97M-V/def2-TZVPD" max_force_ev_per_a=2.28 homo_energy_ev=-7.96 multiplicity=1 orbital_gap_ev=8.63 smiles=c1cc[nH]c1.c1cc[nH]c1.CCN(CC)CC.CCN(CC)CC.CCN(CC)CC.CCN(CC)CC.CCN(CC)CC.CCN(CC)CC.CCN(CC)CC.CCN(CC)CC
N 1.96 -0.74 5.83
N -0.36 -0.90 -1.27
N 2.27 -3.77 -5.84
N -6.71 -3.08 1.09
N -1.81 -4.74 -4.57
N -1.89 7.11 0.18
N 5.18 -4.86 -0.14
N -4.58 2.34 2.28
N 1.21 4.52 5.06
N 5.28 2.18 -1.09
C -0.69 -1.69 -3.62
C 6.65 2.67 -1.27
C -6.89 -2.91 2.53
C -0.44 5.71 6.44
C -5.23 4.04 3.95
C 2.12 -3.62 -7.29
C 1.45 3.20 4.40
C -4.03 0.93 0.22
C -1.28 -1.46 -2.24
C -2.90 0.82 3.46
C -1.81 -5.98 -5.14
C 4.14 4.00 0.07
C 1.73 5.58 4.22
C 0.94 -0.32 5.02
C -2.32 5.71 0.28
C -4.36 1.22 3.21
C -5.15 -2.82 -0.82
C 0.06 0.46 -1.55
C -8.48 -4.46 -0.01
C 0.76 2.95 3.08
C 4.30 3.29 -1.27
C 0.72 -1.76 -0.78
C -3.05 -6.53 -4.99
C -4.14 3.58 2.97
C 7.66 1.84 -0.48
C 2.47 -5.17 -5.50
C 6.45 -6.95 -0.75
C -7.96 -3.04 0.32
C 2.35 -5.47 -4.00
C -1.89 7.75 1.50
C 2.36 -1.63 3.85
C 5.00 1.09 -2.03
C 1.23 -0.79 3.77
C -1.88 4.83 -0.87
C -2.71 7.79 -0.81
C -3.86 2.21 1.03
C 2.75 -1.65 5.16
C 4.84 -5.26 1.23
C 0.76 -4.09 -7.82
C 3.79 0.26 -1.65
C 6.07 -5.26 2.11
C -7.98 -3.70 3.22
C -3.83 -5.64 -4.21
C -2.05 9.09 -1.26
C 4.24 -3.86 -0.70
C 2.88 -1.61 -4.95
C -0.21 4.66 5.36
C 3.21 5.43 3.90
C 0.30 -3.20 -0.54
C 4.50 -2.53 -0.01
C -3.06 -4.52 -4.02
C -5.61 -2.33 0.56
C 0.31 1.22 -0.24
C 3.41 -2.96 -5.37
C 5.29 -5.99 -1.07
C -3.28 7.88 2.15
H 1.20 0.73 0.17
H -8.91 -3.71 2.65
H 6.91 2.57 -2.33
H 3.92 -3.51 -4.59
H -7.68 -4.74 3.33
H -0.97 -6.41 -5.66
H 0.56 -3.50 -8.72
H -0.63 0.98 -2.21
H -0.04 -3.71 -7.18
H 2.73 -2.18 3.00
H 0.24 -2.27 -3.58
H 7.34 -6.33 -0.73
H 0.08 6.63 6.19
H 6.19 -7.47 0.17
H -3.20 8.03 3.24
H 0.09 -3.78 -1.44
H -5.78 -2.60 -1.68
H -5.09 5.10 4.20
H 1.09 -1.35 0.16
H -7.79 -2.50 -0.61
H 1.16 2.47 5.17
H -2.96 -0.08 4.08
H -4.80 -5.91 -3.83
H -5.01 -3.91 -0.76
H 2.89 0.77 -2.00
H 1.70 -5.83 -5.89
H -1.88 9.75 -0.41
H -4.81 0.35 2.73
H -0.60 3.72 5.78
H 1.17 5.71 3.28
H -7.11 -1.84 2.69
H -4.14 -2.51 -1.08
H -4.69 -2.46 1.15
H 4.12 -4.52 1.61
H -3.59 0.08 0.73
H 7.60 0.80 -0.80
H 3.41 -5.57 -5.93
H -5.10 0.76 0.10
H -2.76 9.58 -1.92
H 2.32 -1.09 -5.73
H -1.90 5.18 1.15
H 5.41 -5.57 -2.07
H -3.38 -7.50 -5.34
H 1.66 6.52 4.77
H 1.08 -3.78 -0.05
H -0.50 1.14 0.49
H -3.41 5.69 0.41
H 0.62 -0.62 2.89
H 3.80 -0.77 -2.00
H 0.76 -5.14 -8.08
H 4.93 1.38 -3.09
H -2.79 2.50 1.09
H -2.54 3.97 -1.00
H -4.93 1.34 4.13
H -3.22 3.48 3.56
H -2.88 7.21 -1.72
H -5.75 -1.24 0.59
H 6.82 -5.90 1.66
H 2.97 -4.86 -3.34
H -5.90 -3.05 2.99
H 1.28 3.56 2.33
H -1.35 8.69 1.46
H 3.97 -1.70 -0.49
H 3.64 -0.89 -4.61
H 3.96 3.40 0.96
H 5.52 -2.15 0.04
H 0.88 1.93 2.71
H 2.26 -1.73 -4.05
H 3.67 0.21 -0.56
H -4.24 3.00 0.37
H 5.91 -5.69 3.10
H 6.57 -7.62 -1.60
H 1.31 -5.32 -3.70
H 3.39 4.79 -0.05
H 7.47 1.92 0.59
H 0.00 5.39 7.39
H 4.36 -6.57 -0.92
H 1.01 0.56 -2.09
H 8.68 2.14 -0.74
H -2.30 0.74 2.56
H -0.30 3.22 3.02
H 0.55 2.28 -0.38
H 3.39 2.76 -1.52
H -2.19 -0.86 -2.26
H 6.79 3.73 -1.03
H -0.46 -0.69 -4.00
H 5.07 4.48 0.38
H -8.77 -2.53 0.84
H -3.57 1.07 -0.76
H -7.92 -5.02 -0.75
H -3.89 6.98 2.10
H 3.23 -4.25 -0.56
H -5.33 3.45 4.86
H -0.86 4.48 -0.76
H 2.56 -6.50 -3.73
H 4.39 -3.67 -1.77
H 1.60 -1.65 -1.44
H -0.82 4.84 4.47
H -1.27 -2.28 -4.32
H -4.10 4.33 2.18
H 0.15 0.31 5.39
H 4.21 -2.56 1.04
H -3.15 -3.69 -3.34
H -3.71 8.03 -0.42
H -8.10 -3.34 4.24
H 3.79 5.03 4.75
H 2.53 3.07 4.41
H -2.24 1.40 4.12
H 2.91 -4.18 -7.80
H -1.47 5.99 6.64
H 6.49 -4.26 2.19
H -3.77 8.78 1.78
H -8.76 -5.05 0.85
H -6.18 4.12 3.41
H 4.26 -6.20 1.25
H 5.88 0.44 -1.97
H 3.50 4.67 3.16
H -1.32 7.08 2.15
H -1.09 8.91 -1.75
H -9.38 -4.17 -0.58
H 1.90 -0.68 6.84
H 4.17 -2.86 -6.16
H 3.55 -2.16 5.66
H 3.68 6.36 3.59
H -0.58 -3.30 0.09
H -1.80 5.38 -1.82
H 4.56 4.01 -2.05
H -1.62 -2.41 -1.81
H -0.97 -4.27 -4.27
H 2.28 -2.58 -7.57

24
Properties=species:S:1:pos:R:3 method="wB97M-V/def2-TZVPD" max_force_ev_per_a=17.68 homo_energy_ev=-8.01 multiplicity=1 orbital_gap_ev=8.42
O 0.82 -0.95 -0.62
O -2.31 -3.34 0.73
O -0.33 -0.53 -1.90
O 3.34 3.31 1.30
C -1.47 -2.27 0.34
C -1.42 0.40 -2.12
C 0.38 -0.27 0.52
C 1.98 2.79 1.38
H 1.50 2.91 2.35
H 3.90 2.80 1.89
H -1.78 -1.64 -0.49
H 0.24 -1.07 1.24
H -1.33 -1.55 1.15
H -1.93 -3.63 1.55
H -2.26 0.33 -1.43
H -0.44 -2.62 0.26
H -0.43 -1.28 -2.49
H 1.42 3.46 0.72
H -0.64 0.02 0.24
H -1.10 1.43 -2.22
H 0.59 -0.61 -1.49
H -1.79 0.16 -3.12
H 1.95 1.70 1.25
H 1.09 0.43 0.94

45
Properties=species:S:1:pos:R:3 method="wB97M-V/def2-TZVPD" max_force_ev_per_a=12.43 homo_energy_ev=-7.90 multiplicity=1 orbital_gap_ev=7.45
O 2.74 -0.39 -2.73
O 4.66 -0.21 2.01
O 1.96 -3.68 0.48
O -1.34 2.02 -1.51
O 4.40 -1.51 -0.55
O -4.97 -0.17 -0.88
O -0.61 0.20 0.24
O 0.03 -3.13 -0.49
O -3.46 0.18 2.39
O 1.54 3.16 2.95
O -2.07 -0.23 -1.74
O -3.07 -3.00 1.60
O -0.20 -0.18 -1.41
O 1.91 4.36 -1.06
O -1.67 2.61 0.26
H -0.56 -2.66 -1.09
H 2.27 -1.22 -2.63
H -4.79 -0.99 -0.42
H 0.25 -1.03 -1.50
H 1.56 4.77 -1.85
H 2.46 -3.84 1.29
H 3.56 -1.06 -0.43
H -2.32 2.09 0.74
H 3.73 -0.31 2.25
H 2.21 0.25 -2.24
H 0.24 0.38 0.66
H 2.62 -3.39 -0.16
H -5.65 0.25 -0.35
H -2.56 -0.16 2.43
H -2.63 -1.02 -1.80
H -2.37 0.20 -0.93
H -0.41 2.17 -1.31
H -1.42 2.21 -2.45
H -0.91 -0.62 0.66
H -2.97 -3.86 2.01
H 1.80 3.81 3.61
H -1.29 3.19 0.92
H 0.27 -2.46 0.16
H 5.00 -0.82 -0.84
H 0.30 0.41 -1.98
H -3.41 1.04 2.83
H 2.04 2.37 3.19
H -2.32 -2.93 1.00
H 1.39 3.54 -0.97
H 5.13 -0.66 2.72

59
Properties=species:S:1:pos:R:3 method="wB97M-V/def2-TZVPD" max_force_ev_per_a=4.71 homo_energy_ev="-13.42 / -13.71" multiplicity=2 total_charge=+2 orbital_gap_ev="7.13 / 6.50"
Ru 0.24 0.35 0.31
S 1.34 -1.82 -0.28
S 2.41 0.54 1.87
S -0.45 -0.94 2.36
Si -2.26 2.35 1.06
F -0.90 -0.74 -1.79
O 1.57 1.37 -0.93
N -1.83 0.80 0.22
N 1.59 2.53 -1.59
C 3.07 -1.58 0.14
C -4.91 -0.84 -0.97
C 0.47 -2.51 2.29
C 3.40 -0.94 1.47
C -4.10 0.02 -0.27
C -3.08 3.40 -0.21
C -0.60 3.05 1.50
C 1.10 3.79 -3.52
C -3.26 2.08 2.58
C 1.87 0.18 3.55
C -2.68 0.03 -0.48
C 1.78 4.87 -2.99
C -4.36 -1.73 -1.91
C -3.00 -1.71 -2.20
C 0.38 -0.10 3.70
C -2.21 -0.85 -1.50
C 0.62 -2.98 0.87
C 2.24 3.57 -1.04
C 1.02 2.62 -2.80
C 2.35 4.76 -1.73
H 0.63 3.84 -4.49
H -0.36 -3.17 0.44
H 0.53 1.72 -3.14
H -5.97 -0.84 -0.78
H 1.19 -3.91 0.83
H -2.55 3.33 -1.17
H -2.70 1.52 3.34
H -3.09 4.44 0.10
H 3.41 -0.96 -0.68
H 1.41 -2.39 2.81
H 2.64 3.39 -0.06
H -4.12 3.09 -0.38
H 2.10 1.07 4.14
H 2.49 -0.62 3.93
H -4.52 0.69 0.46
H 2.89 5.58 -1.28
H 4.43 -0.62 1.44
H -0.10 3.47 0.63
H -5.01 -2.43 -2.42
H -0.19 0.82 3.80
H 3.57 -2.55 0.07
H 3.30 -1.64 2.30
H 1.87 5.80 -3.55
H 0.21 -0.69 4.61
H 0.06 2.30 1.96
H -3.53 3.05 3.01
H -2.57 -2.34 -2.96
H -0.13 -3.24 2.84
H -0.70 3.86 2.24
H -4.18 1.54 2.40